C30H43BrN2OsP2 as an isolated structure in a non-equilibrium geometry. Source: OMol25; level of theory: ωB97M-V/def2-TZVPD.

Summary:
Charge: +4
HOMO-LUMO gap (spin up / spin down): 6.67 / 3.97 eV
Relative energy (zero: lowest compared OMol25 entry of this formula, charge and spin): 0.336 eV
Largest force on an atom: 0.1165 hartree/bohr
HOMO level (spin up / spin down): -18.9 / -19.1 eV
Expectation value of S²: 6.065
2S+1: 5

Each line ends with the Löwdin spin population.
Element x y z (Å)
1 Os -0.24579 -0.94666 0.48941  1.36
2 Br 4.82103 2.96245 1.51175  0.00
3 P -1.53037 -0.40111 -1.11277  0.12
4 P -0.98549 0.38040 2.27617  0.06
5 N 2.85615 -6.75326 -0.33063  0.75
6 N 1.49985 2.85874 -2.67806  0.01
7 C 1.37265 -1.87629 0.23376  0.02
8 C 2.74831 -4.48843 0.38770  0.07
9 C 3.54150 4.54827 -3.57361  -0.01
10 C -1.54961 -1.68924 -2.45941  0.02
11 C -0.96252 1.16964 -1.97249  0.01
12 C 2.42654 1.69142 0.63004  0.04
13 C 3.46396 -5.67678 0.18802  0.07
14 C 3.72459 3.16431 -3.56760  0.21
15 C 3.62426 1.59796 1.38384  0.00
16 C 0.78385 -5.56534 -0.47603  0.07
17 C 2.05320 -0.73504 0.73362  0.02
18 C -1.45051 1.40679 -3.40058  0.00
19 C -2.94281 2.44735 2.65516  0.01
20 C 2.66833 2.36019 -3.09417  0.26
21 C 1.37790 -4.38103 -0.01007  -0.01
22 C 1.77735 0.51357 0.09387  0.00
23 C -0.37727 1.44232 4.91224  0.00
24 C 1.31209 4.18146 -2.73510  0.26
25 C -2.25859 -0.65523 3.14351  0.02
26 C -4.18846 0.67662 -1.56091  0.01
27 C -3.32178 -0.17038 -0.63250  0.05
28 C -1.74414 1.98667 1.80607  0.03
29 C -1.53204 -1.99401 3.32866  0.02
30 C 1.56752 -6.72704 -0.65662  0.07
31 C 0.78393 -3.03420 0.05260  0.09
32 C 0.18995 0.80797 3.62851  0.00
33 C 3.84444 0.32361 1.99279  0.04
34 C -2.93622 -2.13085 -2.98864  0.00
35 C 3.02039 -0.77055 1.79210  0.00
36 C 2.31254 5.07624 -3.16475  0.24
37 H -4.16188 0.32513 -2.60471  0.00
38 H -0.26392 -5.60973 -0.71496  0.01
39 H 2.79516 1.27911 -3.03707  0.01
40 H 2.04423 2.66260 0.30638  0.00
41 H -3.35150 0.25052 0.38544  0.00
42 H -2.54568 1.44607 -3.49621  0.00
43 H 1.67393 0.48595 -1.00962  0.00
44 H -5.24012 0.62339 -1.23195  0.00
45 H -2.82724 -2.99160 -3.66914  0.00
46 H -2.01711 1.90358 0.73645  0.00
47 H -3.20002 -0.71452 2.53457  0.00
48 H 4.34864 5.20952 -3.87910  0.00
49 H -2.23264 -2.77323 3.64712  0.00
50 H 0.38748 1.38967 5.69927  0.00
51 H -3.75713 -1.17808 -0.54275  0.00
52 H -1.03063 -2.30712 2.36592  0.01
53 H -0.98092 -2.49118 -1.98834  0.00
54 H 2.09812 6.14386 -3.16343  0.01
55 H -1.06657 2.37630 -3.75070  0.00
56 H -0.91768 2.72111 1.85949  0.00
57 H -3.43502 -1.35249 -3.58494  0.00
58 H 3.29356 -3.66788 0.83137  0.01
59 H 4.63565 2.68807 -3.91060  0.01
60 H -3.22238 3.46620 2.33701  0.00
61 H -1.26320 0.91793 5.29816  0.00
62 H 4.72258 0.20794 2.61142  0.00
63 H 0.72679 -0.12459 3.86743  0.00
64 H 3.17523 -1.71610 2.33078  0.00
65 H 4.52363 -5.75230 0.43519  0.01
66 H -3.81975 1.79253 2.50836  0.00
67 H -0.77023 -1.92796 4.13477  0.00
68 H -3.89726 1.73849 -1.54591  0.00
69 H -2.69332 2.49129 3.73212  0.00
70 H -0.61615 2.50825 4.78739  0.00
71 H -2.53499 -0.15314 4.10735  0.00
72 H -1.23014 2.01754 -1.31724  0.00
73 H 1.13116 -7.64439 -1.07935  0.02
74 H 0.33235 4.56331 -2.40169  0.01
75 H 0.92851 1.47497 3.15810  0.00
76 H 0.14033 1.20212 -2.01538  0.00
77 H -3.60763 -2.42983 -2.16565  0.00
78 H -0.95425 -1.28723 -3.30912  0.00
79 H -1.06470 0.63539 -4.08211  0.00

Cartesian forces, eV/Å:
0.2 -1.6 3.2
0.3 0.6 0.3
-3.5 2.0 -4.4
-1.8 1.2 1.8
-2.1 3.4 0.6
0.2 0.1 -0.1
1.9 -2.4 -0.5
-0.6 -0.8 -0.6
0.3 0.1 0.0
0.2 0.2 -0.4
0.1 0.0 0.5
0.4 0.1 -0.3
0.8 -0.6 0.1
0.6 1.5 -0.5
-2.8 -1.8 -0.6
0.8 0.4 0.2
1.9 0.7 -0.1
-0.4 0.0 -0.3
-0.1 0.0 0.2
-1.5 -0.1 0.6
1.2 -0.8 -0.1
1.7 -0.2 0.1
-0.2 0.1 0.1
-1.0 -1.4 0.6
-0.1 0.6 -0.4
-0.2 0.3 -0.5
0.1 -0.2 0.5
0.3 0.2 -0.6
0.0 -0.4 0.4
-0.1 -1.4 -0.4
0.4 2.2 1.0
0.8 -0.5 -0.5
0.1 -0.3 0.0
-0.1 -0.2 0.1
-0.1 0.1 -0.1
1.5 0.6 -0.6
-0.1 0.2 0.5
-0.2 -0.2 -0.2
0.0 0.2 0.0
0.5 -0.2 -0.3
0.1 -0.1 -0.3
0.5 0.0 0.0
-0.9 0.3 0.9
0.4 0.0 0.0
0.1 0.3 0.4
0.0 0.2 0.5
0.9 -0.1 0.5
-0.2 -0.1 -0.1
0.2 0.0 -0.2
-0.2 0.0 -0.3
0.3 0.2 0.0
-0.5 -0.1 1.0
-0.2 -0.3 -0.4
0.2 -0.1 -0.1
-0.1 -0.3 0.1
-0.3 -0.2 0.0
0.3 -0.2 0.3
0.0 0.0 -0.1
0.1 0.2 0.0
0.1 -0.4 0.1
0.3 0.2 -0.1
0.0 0.0 0.2
-0.1 0.3 0.0
0.1 0.6 -0.2
-0.2 0.0 0.0
0.4 0.3 0.1
-0.3 0.0 -0.6
-0.1 -0.3 0.0
-0.2 -0.1 -0.6
0.0 -0.4 -0.1
0.3 -0.5 -0.9
0.0 -0.3 -0.2
0.1 0.3 0.2
0.5 -0.2 -0.2
-0.1 -0.1 0.2
-0.7 -0.3 0.3
0.3 0.0 -0.5
-0.2 -0.3 0.7
-0.2 0.3 0.1



C49H35Br2IrN5O2PSSe as an isolated structure in a non-equilibrium geometry. Source: OMol25; level of theory: ωB97M-V/def2-TZVPD.

Summary:
Charge: +1
HOMO-LUMO gap (spin up / spin down): 5.72 / 6.48 eV
Relative energy (zero: lowest compared OMol25 entry of this formula, charge and spin): 0.000 eV
Largest force on an atom: 0.0363 hartree/bohr
HOMO level (spin up / spin down): -9.2 / -9.9 eV
Expectation value of S²: 0.789
2S+1: 2

Each line ends with the Löwdin spin population.
Element x y z (Å)
1 Ir 0.55367 0.41228 0.56240  0.00
2 Br -1.18305 6.11592 3.45792  0.00
3 Br 5.51042 1.98609 4.79510  0.00
4 Se -1.03221 3.60368 -2.22762  0.08
5 S -1.42658 -0.08659 -2.04481  0.02
6 P 1.33972 -1.83523 -0.22310  0.00
7 O -1.92056 -1.40967 -2.33293  0.01
8 O -0.17915 0.34808 -2.60653  0.01
9 N -0.77804 -0.12971 2.21061  0.00
10 N -1.29503 0.06071 -0.41790  0.01
11 N -2.95692 4.56137 -3.66307  0.04
12 N 2.24243 0.93693 1.68508  0.00
13 N 0.05858 2.19558 1.33890  0.00
14 C -2.60737 1.00376 -2.75165  0.18
15 C -3.52390 -0.98060 0.01712  0.00
16 C 2.73056 0.13856 -1.54237  0.00
17 C -3.86617 0.57028 -3.03358  0.01
18 C 2.06829 -3.52715 4.03903  0.00
19 C 2.06675 1.95281 2.56612  0.00
20 C -2.97756 -0.95952 2.74492  0.00
21 C 3.18741 -3.16708 3.30732  0.00
22 C 2.70187 -1.27364 -1.27843  0.00
23 C -3.28739 3.19293 -3.69044  0.21
24 C -4.46847 -1.45450 0.95069  0.00
25 C -2.30582 -0.47131 0.40544  0.00
26 C -2.02205 -0.52177 1.80856  0.00
27 C 3.44803 0.37117 1.61577  0.00
28 C 4.21687 1.60897 3.50299  0.00
29 C -1.38639 -0.48472 4.49000  0.00
30 C -0.48323 -0.09527 3.48608  0.00
31 C 1.43502 -5.81888 -1.01796  0.00
32 C -0.71022 -5.06306 -1.78288  0.00
33 C 1.83468 1.05199 -0.89714  0.00
34 C -0.70085 4.51922 2.61902  0.00
35 C -1.50606 3.96332 1.63992  0.00
36 C 1.75293 -4.53108 -0.62850  0.00
37 C -4.81695 1.38726 -3.68078  0.27
38 C 0.19979 -6.08777 -1.59552  0.00
39 C -0.39398 -3.76179 -1.40578  0.00
40 C 4.46622 0.68923 2.49891  0.00
41 C 1.98078 2.38786 -1.17584  0.00
42 C 1.78640 -2.42405 1.48247  0.00
43 C 0.66844 -2.83376 2.21295  0.00
44 C 3.46003 -2.12576 -2.04310  0.00
45 C -5.61886 3.63839 -4.51070  -0.01
46 C 3.72114 2.00608 -2.78756  0.00
47 C 4.46217 -0.29546 -3.21874  0.00
48 C -2.62015 -0.92728 4.11349  0.00
49 C 3.64610 0.61946 -2.50634  0.00
50 C 2.99805 2.27800 3.52939  0.00
51 C 0.48208 3.88089 2.97624  0.00
52 C 0.81855 2.71475 2.32250  0.00
53 C 0.80520 -3.37707 3.47655  0.00
54 C 2.90684 2.87554 -2.12589  0.00
55 C -4.54934 2.73512 -3.96061  0.01
56 C -4.22929 -1.43357 2.29333  0.00
57 C -2.15959 2.32790 -3.26721  0.06
58 C -1.08953 2.79710 1.02229  0.00
59 C 0.84280 -3.49059 -0.83816  0.00
60 C -1.95140 5.05607 -2.94479  0.05
61 C 3.04445 -2.63896 2.02762  0.00
62 C 4.36678 -1.63940 -3.00525  0.00
63 H 0.51976 0.21334 3.75496  0.00
64 H 4.96738 -2.33660 -3.57252  0.00
65 H 3.60031 -0.34117 0.82262  0.00
66 H 1.36150 3.11651 -0.66621  0.00
67 H -3.76848 -1.06361 -1.02475  0.00
68 H 2.95084 3.93690 -2.33324  0.00
69 H -1.10377 -2.96576 -1.55870  0.00
70 H 2.14865 -6.61675 -0.86037  0.00
71 H -1.67621 -5.26772 -2.22470  0.00
72 H 5.14073 0.09623 -3.96667  0.00
73 H 3.93585 -2.42156 1.45198  0.00
74 H -0.07555 -3.68960 4.02265  0.00
75 H 4.43325 2.35194 -3.52586  0.00
76 H -4.95954 -1.78566 3.00863  0.00
77 H -6.57690 3.12447 -4.53989  0.00
78 H -5.40669 -1.84014 0.57542  0.00
79 H 2.17751 -3.94772 5.02982  0.00
80 H -0.04965 -7.09857 -1.88956  0.00
81 H -2.43532 4.42530 1.34120  0.00
82 H 4.17721 -3.32173 3.71580  0.00
83 H -0.32227 -2.74163 1.77904  0.00
84 H -4.15296 -0.44101 -2.79002  0.00
85 H -5.80065 0.98799 -3.88456  0.02
86 H -5.74687 4.53327 -3.89795  0.00
87 H -3.33860 -1.26466 4.85039  0.00
88 H 5.42994 0.21194 2.40020  0.00
89 H 3.38462 -3.19544 -1.91304  0.00
90 H 2.70778 -4.34027 -0.15546  0.00
91 H 2.79752 3.03155 4.27566  0.00
92 H -1.08018 -0.45320 5.52519  0.00
93 H -5.38154 3.95870 -5.52678  0.00
94 H -3.59342 5.21533 -4.09803  0.00
95 H -1.46727 2.15992 -4.10664  0.04
96 H 1.12283 4.30435 3.73458  0.00
97 H -1.67673 2.32294 0.25324  0.00

Cartesian forces, eV/Å:
0.3 -1.7 -0.7
0.0 0.1 0.1
0.1 0.0 0.1
0.1 0.0 0.1
0.2 -0.2 -0.5
0.4 1.0 1.3
-0.1 0.1 -0.2
0.0 -0.1 0.1
0.0 -0.2 -0.2
-0.1 0.4 0.1
0.0 0.0 -0.1
0.0 -0.1 0.4
-0.5 1.1 0.1
-0.3 0.4 0.4
-0.2 -0.1 0.0
-0.2 -0.1 0.1
-0.1 0.0 -0.1
0.0 0.0 0.0
-0.5 0.0 -0.4
-0.1 -0.1 0.1
0.0 0.0 0.0
-0.3 0.1 -0.5
0.0 0.1 0.1
0.1 0.1 0.0
0.3 -0.2 0.1
0.1 0.3 -0.2
0.0 0.2 0.2
-0.2 0.0 -0.1
0.0 0.0 -0.1
0.1 -0.2 0.1
0.1 0.0 0.0
0.0 0.0 0.0
-0.1 0.1 0.0
0.1 -0.2 -0.1
0.0 0.0 0.0
0.0 0.0 0.0
0.0 0.0 0.1
0.0 0.0 0.0
0.1 0.0 0.1
0.0 0.0 0.0
0.1 0.0 0.0
0.2 -0.4 -0.4
0.0 0.1 0.0
0.3 -0.1 0.2
0.0 0.0 0.1
-0.1 0.0 0.1
-0.1 0.0 0.1
0.0 0.0 0.0
0.2 0.0 -0.2
0.2 -0.1 -0.1
-0.2 0.1 0.0
0.3 -0.3 0.0
0.0 0.0 0.1
0.0 -0.1 0.0
0.0 0.0 -0.1
0.1 0.0 0.0
0.1 0.0 0.0
0.0 0.2 0.2
-0.4 0.3 0.0
0.0 0.0 0.0
0.1 0.1 -0.1
-0.1 0.1 0.1
0.0 0.0 0.0
0.0 0.0 0.0
0.0 0.0 0.0
0.0 0.0 0.0
0.0 0.0 0.0
0.0 0.0 0.0
0.0 -0.1 0.0
0.0 0.0 0.0
0.0 0.0 0.0
0.0 0.0 0.0
0.0 0.0 -0.1
0.0 0.0 0.0
0.0 0.0 0.0
0.0 0.0 0.0
0.0 0.0 0.0
0.0 0.0 0.0
0.0 0.0 0.0
0.0 0.0 0.0
0.0 0.0 0.0
0.0 0.0 0.0
0.0 0.0 0.0
0.0 0.0 0.0
0.0 0.0 0.0
0.0 0.0 0.0
0.0 0.0 0.0
0.0 0.0 0.0
0.0 0.0 0.0
0.0 0.0 0.1
0.0 0.1 -0.1
0.0 0.0 0.0
0.0 0.0 0.0
0.0 0.0 0.0
-0.1 -0.1 -0.1
0.0 0.0 0.0
0.0 0.0 0.0



Look up the expectation value of S² of the first one. 6.065